[1]
{
  "formula": "C42H133AsF6N35O21",
  "method": "ωB97M-V with the def2-TZVPD basis set",
  "e_lumo_ev": 0.85,
  "spin_multiplicity": 1,
  "total_charge": -1,
  "e_homo_ev": -6.80,
  "elements": ["As", "F", "F", "F", "F", "F", "F", "C", "C", "C", "O", "C", "N", "H", "H", "H", "H", "H", "H", "H", "H", "H", "H", "H", "C", "C", "C", "O", "C", "N", "H", "H", "H", "H", "H", "H", "H", "H", "H", "H", "H", "C", "C", "C", "O", "C", "N", "H", "H", "H", "H", "H", "H", "H", "H", "H", "H", "H", "C", "C", "C", "O", "C", "N", "H", "H", "H", "H", "H", "H", "H", "H", "H", "H", "H", "C", "C", "C", "O", "C", "N", "H", "H", "H", "H", "H", "H", "H", "H", "H", "H", "H", "C", "C", "C", "O", "C", "N", "H", "H", "H", "H", "H", "H", "H", "H", "H", "H", "H", "C", "C", "C", "O", "C", "N", "H", "H", "H", "H", "H", "H", "H", "H", "H", "H", "H", "C", "O", "N", "N", "H", "H", "H", "H", "C", "O", "N", "N", "H", "H", "H", "H", "C", "O", "N", "N", "H", "H", "H", "H", "C", "O", "N", "N", "H", "H", "H", "H", "C", "O", "N", "N", "H", "H", "H", "H", "C", "O", "N", "N", "H", "H", "H", "H", "C", "O", "N", "N", "H", "H", "H", "H", "C", "O", "N", "N", "H", "H", "H", "H", "C", "O", "N", "N", "H", "H", "H", "H", "C", "O", "N", "N", "H", "H", "H", "H", "C", "O", "N", "N", "H", "H", "H", "H", "C", "O", "N", "N", "H", "H", "H", "H", "C", "O", "N", "N", "H", "H", "H", "H", "C", "O", "N", "N", "H", "H", "H", "H"],
  "coordinates": [[5.7835, 19.9344, 25.6483], [6.8697, 18.4969, 26.0069], [6.5229, 20.6690, 27.1727], [4.6872, 21.3511, 25.4645], [5.2171, 19.2119, 24.1280], [4.4588, 19.0644, 26.5357], [6.9631, 20.7408, 24.5363], [6.8689, 28.5722, 28.0228], [6.6491, 27.1524, 28.6310], [7.1424, 27.1492, 30.1185], [6.8843, 26.0085, 30.8804], [7.6084, 24.8601, 30.4379], [5.2130, 26.8946, 28.6725], [6.7376, 28.6038, 26.9411], [7.8130, 29.0908, 28.1891], [6.1430, 29.2643, 28.4497], [7.2364, 26.4364, 28.0561], [6.6297, 27.9172, 30.6978], [8.1872, 27.4505, 30.1943], [7.8640, 24.2852, 31.3280], [8.5476, 24.9831, 29.8986], [6.9458, 24.3070, 29.7722], [4.9252, 25.9396, 28.8309], [4.8656, 27.0954, 27.7456], [13.9920, 18.8314, 22.7533], [13.1562, 19.9353, 22.1348], [12.3788, 20.7234, 23.1903], [11.4853, 19.9484, 24.0524], [10.5321, 20.7211, 24.7863], [13.9961, 20.8607, 21.4126], [14.7360, 18.5142, 22.0226], [13.4122, 17.9258, 22.9316], [14.5904, 19.1335, 23.6128], [12.4227, 19.3530, 21.5771], [11.9210, 21.6001, 22.7320], [13.0033, 21.2590, 23.9053], [9.8570, 20.1885, 25.4561], [9.8863, 21.2612, 24.0940], [11.1384, 21.4129, 25.3711], [14.5434, 20.3175, 20.7604], [13.4552, 21.4736, 20.8194], [8.2116, 21.7257, 31.3154], [8.2070, 20.2320, 30.9386], [9.6269, 19.5999, 30.7789], [10.4299, 20.2069, 29.7032], [10.0553, 19.9142, 28.3336], [7.3655, 19.5865, 31.9488], [8.7277, 21.9456, 32.2500], [7.2036, 22.1267, 31.4209], [8.6712, 22.2376, 30.4700], [7.7011, 20.1387, 29.9776], [9.6041, 18.5110, 30.7368], [10.2153, 19.8309, 31.6669], [9.2930, 19.1374, 28.2749], [10.9313, 19.7444, 27.7076], [9.6784, 20.6888, 27.6657], [7.0836, 20.3500, 32.5469], [7.9721, 19.0683, 32.5683], [4.0357, 20.0397, 18.6591], [3.0097, 20.8404, 19.4822], [2.9062, 22.3416, 18.9785], [1.9137, 23.1105, 19.6445], [1.8524, 24.4709, 19.1874], [1.7413, 20.1688, 19.1500], [4.1879, 19.2275, 19.3700], [4.9007, 20.6542, 18.4096], [3.6304, 19.7206, 17.6989], [3.2299, 20.7734, 20.5476], [2.7387, 22.4743, 17.9096], [3.8364, 22.8241, 19.2785], [2.7050, 25.0187, 19.5889], [0.9682, 24.8935, 19.6646], [1.5945, 24.6403, 18.1420], [1.6361, 20.3620, 18.1643], [0.9862, 20.7639, 19.4595], [2.7602, 23.5908, 26.6131], [3.4752, 23.5561, 27.9807], [3.5066, 22.1289, 28.6615], [3.9436, 22.3698, 30.0363], [4.4497, 21.2831, 30.7508], [4.7906, 24.1166, 27.7395], [1.7875, 23.0992, 26.6313], [3.3627, 23.1648, 25.8109], [2.6136, 24.6024, 26.2347], [3.0221, 24.2604, 28.6784], [4.1232, 21.4651, 28.0554], [2.5426, 21.6202, 28.6534], [4.3988, 21.4706, 31.8233], [5.4615, 20.9784, 30.4832], [3.8287, 20.3880, 30.7148], [5.3563, 23.7032, 28.4669], [5.0383, 23.5712, 26.9264], [-1.3190, 24.2425, 26.2990], [-1.7359, 22.9813, 25.5009], [-0.6455, 21.9706, 25.3375], [0.5350, 22.5787, 24.8374], [1.5701, 21.6806, 24.3611], [-2.9500, 22.4777, 26.1155], [-2.1776, 24.9134, 26.3254], [-0.3773, 24.6502, 25.9315], [-1.0160, 23.9083, 27.2913], [-1.8949, 23.2840, 24.4660], [-1.0848, 21.3065, 24.5932], [-0.3784, 21.4984, 26.2829], [1.1595, 21.0523, 23.5707], [1.9327, 21.0048, 25.1357], [2.4146, 22.1562, 23.8623], [-3.0884, 21.5587, 25.7202], [-3.7312, 23.0327, 25.7964], [0.2964, 16.8398, 19.3279], [1.7631, 16.5848, 19.5354], [2.6369, 16.3343, 18.2797], [4.0285, 16.2066, 18.5081], [4.8582, 16.3830, 17.3479], [2.3525, 17.5952, 20.3112], [-0.1779, 17.0073, 20.2949], [-0.2576, 16.0512, 18.8187], [0.1751, 17.7441, 18.7315], [1.8299, 15.6739, 20.1304], [2.5862, 17.2325, 17.6644], [2.2786, 15.4685, 17.7229], [4.7091, 15.6579, 16.5478], [5.8726, 16.2374, 17.7194], [4.8466, 17.3658, 16.8766], [2.2245, 18.4274, 19.7535], [3.3443, 17.4396, 20.2006], [6.8730, 22.1877, 21.2205], [6.3565, 22.0762, 20.1529], [7.1600, 21.1383, 21.9099], [7.2178, 23.3616, 21.8007], [7.5195, 21.1764, 22.8531], [6.8817, 20.2890, 21.4396], [6.9128, 24.1645, 21.2692], [7.8013, 23.5699, 22.5983], [5.7633, 17.1252, 29.5122], [6.1356, 16.2717, 30.3013], [5.9912, 18.4212, 29.5419], [5.0501, 16.9430, 28.4154], [5.4915, 18.8755, 28.7908], [6.5316, 18.9011, 30.2474], [4.7606, 17.6793, 27.7875], [4.5220, 16.1038, 28.2228], [9.4921, 16.1764, 28.0039], [10.1412, 16.9397, 27.2869], [9.9892, 15.1950, 28.6925], [8.1606, 16.1032, 27.8440], [9.2884, 14.5584, 29.0442], [10.9688, 15.1067, 28.9217], [7.7678, 16.5908, 27.0515], [7.4970, 15.7346, 28.5103], [10.0263, 16.0527, 23.8004], [10.5022, 15.8278, 22.7389], [10.0546, 15.2908, 24.8292], [9.4550, 17.2142, 24.1963], [10.2048, 14.3157, 24.6130], [9.6156, 15.6024, 25.6838], [9.1460, 17.8993, 23.5216], [9.6247, 17.4634, 25.1602], [5.5331, 14.4694, 24.5441], [4.8288, 14.7499, 23.6522], [6.3840, 15.2956, 25.0862], [5.6191, 13.2307, 25.0198], [6.4010, 16.2243, 24.6894], [7.0138, 15.0883, 25.8481], [6.4798, 12.9743, 25.4819], [5.2298, 12.6432, 24.2963], [0.9516, 18.7819, 28.1824], [1.1172, 19.2145, 29.3728], [1.8925, 18.4671, 27.3532], [-0.1921, 18.8611, 27.6203], [1.7700, 18.1383, 26.4061], [2.8429, 18.6393, 27.6486], [-0.9877, 19.0625, 28.2090], [-0.2631, 18.7611, 26.6178], [1.4437, 17.5494, 23.9238], [0.7794, 17.6520, 25.0089], [2.5163, 18.1848, 23.6206], [0.9342, 16.8731, 22.9785], [2.7887, 18.1100, 22.6509], [3.1633, 18.6556, 24.2369], [1.3695, 16.8036, 22.0698], [0.1741, 16.2544, 23.2224], [1.7312, 17.2327, 32.1186], [1.8440, 16.7437, 33.2021], [1.8742, 18.5201, 31.9602], [1.6222, 16.6339, 30.9680], [2.2550, 19.0096, 32.7574], [1.3470, 18.9731, 31.2274], [1.6385, 17.2314, 30.1539], [1.4534, 15.6385, 30.9955], [13.5193, 17.7577, 26.3978], [14.6325, 18.1978, 26.0958], [12.4167, 18.1201, 25.8318], [13.2609, 17.0458, 27.4854], [11.4927, 17.8499, 26.1374], [12.4267, 18.6031, 24.9449], [12.3197, 16.7020, 27.6122], [13.9341, 16.8546, 28.2137], [6.9767, 16.9190, 21.7766], [7.9180, 17.7040, 21.7305], [5.9700, 17.1029, 22.5370], [6.8660, 15.7610, 21.2329], [5.2540, 16.4099, 22.7017], [5.8872, 17.9920, 23.0089], [7.7150, 15.4365, 20.7923], [6.0179, 15.2192, 21.3185], [4.9000, 26.7154, 24.3246], [3.7676, 26.8758, 23.8701], [5.9498, 26.5226, 23.6015], [5.1255, 26.4173, 25.5790], [5.9098, 26.5136, 22.5924], [6.8368, 26.1987, 23.9598], [4.2993, 26.2544, 26.1365], [6.0249, 26.0742, 25.8846], [7.5010, 23.9045, 25.5699], [7.9312, 25.0119, 25.5115], [7.8024, 23.0422, 26.5153], [6.5108, 23.5752, 24.7783], [7.4685, 22.0890, 26.5053], [8.5545, 23.2684, 27.1504], [5.9527, 24.2628, 24.2926], [6.1492, 22.6333, 24.8246], [11.2027, 24.5248, 27.2128], [10.6093, 23.4727, 27.2866], [12.4700, 24.7382, 27.5497], [10.6434, 25.6247, 26.7294], [13.1825, 24.0994, 27.8728], [12.7490, 25.7066, 27.4832], [9.6712, 25.4764, 26.4995], [11.1475, 26.4766, 26.5290], [2.0464, 14.5512, 27.4424], [3.2142, 14.9000, 27.5380], [0.9982, 15.3548, 27.3080], [1.6843, 13.3246, 27.5982], [0.1289, 14.9401, 27.0040], [1.1284, 16.3490, 27.1866], [2.3367, 12.5574, 27.6753], [0.7055, 13.1347, 27.4366]],
  "mulliken_charge": [2.124, -0.180, -0.714, -0.322, -0.868, -0.589, -0.120, -1.820, 1.880, -1.169, -0.426, 0.061, -0.803, 0.306, 0.431, 0.445, -0.490, 0.380, 0.401, 0.230, 0.301, -0.316, 0.354, 0.383, -1.587, 1.044, -1.618, 0.408, -0.285, -0.714, 0.521, 0.274, 0.311, 0.067, 0.465, 0.513, -0.725, 0.187, 0.441, 0.289, 0.256, -2.118, 3.253, -1.296, -0.447, 0.514, -0.540, 0.277, 0.571, 0.477, -1.890, 0.337, 0.419, -0.153, 0.247, -0.521, 0.312, 0.273, -0.981, 0.315, -1.136, -0.246, -0.805, -0.636, -0.064, 0.531, 0.380, 0.216, 0.416, 0.404, 0.318, 0.270, 0.296, 0.285, 0.247, -0.568, 0.367, -0.492, -0.469, -0.163, 0.632, 0.162, -0.280, 0.321, 0.450, -0.085, 0.579, 0.431, -0.077, 0.082, -0.400, -0.712, -1.361, 0.257, -0.497, -0.412, -0.795, -0.709, 0.426, 0.269, 0.296, 0.269, 0.581, 0.159, 0.496, 0.188, 0.364, 0.245, 0.279, -1.425, 0.300, -0.822, -0.221, -0.785, 0.215, 0.295, 0.421, 0.259, 0.404, 0.305, 0.416, 0.335, 0.255, 0.280, 0.117, -0.095, 0.613, -0.684, 0.222, -0.230, -0.244, -0.158, 0.180, 0.118, 0.519, -0.803, 0.989, 1.179, -0.858, -0.007, -0.749, 0.052, 0.163, -0.209, -0.274, 0.179, 0.152, 0.255, -0.707, 0.208, 0.246, -0.723, -0.131, 1.565, 0.253, -0.052, -0.244, -0.897, 0.559, -0.637, 0.599, -0.567, -0.561, 0.118, 0.170, 0.288, -0.127, -0.908, 2.311, -0.056, -0.122, -0.990, 0.264, 0.144, 0.198, -0.791, 0.830, -0.142, -0.195, -0.543, -0.006, 0.239, 0.463, -0.716, -0.287, -0.245, 0.134, 0.382, 0.210, 0.122, 0.469, -0.762, 0.405, -0.329, 0.103, -0.093, 0.139, 0.208, 0.234, -0.772, 1.733, -0.252, -0.057, -0.884, 0.316, 0.156, 0.470, -0.753, -0.282, 0.173, 0.213, 0.216, 0.027, -0.109, 0.240, -0.973, 2.079, 0.400, -0.806, -0.513, 0.424, -0.950, 0.437, -0.319, -0.409, -0.320, 0.236, 0.106, 0.021, 0.180, 0.509, -0.820, -0.252, -0.398, 0.212, -0.045, 0.280, 0.116]
}

[2]
{
  "formula": "C45H33BiF2N15OS2",
  "method": "ωB97M-V with the def2-TZVPD basis set",
  "e_lumo_ev": 2.12,
  "spin_multiplicity": 1,
  "total_charge": -1,
  "e_above_lowest_kj_mol": 0.0,
  "e_homo_ev": -3.99,
  "elements": ["Bi", "C", "C", "N", "C", "C", "C", "C", "C", "C", "C", "N", "C", "C", "C", "C", "C", "C", "C", "C", "N", "C", "H", "H", "H", "H", "H", "H", "H", "H", "H", "H", "H", "H", "F", "C", "C", "C", "C", "C", "F", "C", "C", "C", "C", "C", "C", "N", "H", "H", "H", "H", "H", "H", "N", "C", "N", "N", "N", "N", "C", "N", "N", "N", "N", "H", "N", "C", "N", "C", "C", "C", "C", "C", "C", "S", "H", "H", "H", "H", "H", "H", "C", "S", "O", "C", "C", "C", "C", "C", "C", "H", "H", "H", "H", "H", "H", "H", "H"],
  "coordinates": [[0.7034, 0.1856, 0.7326], [-0.7718, 4.2622, -3.3924], [0.2507, 3.7452, -2.5784], [0.0726, 3.3230, -1.3533], [-1.1674, 3.3989, -0.8160], [-2.2757, 3.8980, -1.5541], [-2.0370, 4.3225, -2.8785], [-3.5456, 3.9702, -0.9461], [-3.6962, 3.5920, 0.3595], [-2.6076, 3.1346, 1.1117], [-1.3413, 3.0257, 0.5645], [-0.2418, 2.5684, 1.2337], [0.2594, 3.1366, 2.3231], [-0.2473, 4.3098, 2.9164], [0.3558, 4.8885, 4.0228], [1.4944, 4.3582, 4.5861], [2.0859, 3.2278, 4.0006], [3.2881, 2.6721, 4.4828], [3.8507, 1.5994, 3.8502], [3.2093, 1.0695, 2.7280], [2.0687, 1.5410, 2.2676], [1.4879, 2.6038, 2.8643], [-0.5466, 4.6024, -4.3951], [1.2696, 3.6908, -2.9544], [-2.8628, 4.6971, -3.4725], [-4.3887, 4.3296, -1.5238], [-4.6730, 3.6525, 0.8238], [-2.7561, 2.8486, 2.1454], [-1.1181, 4.7726, 2.4721], [-0.0781, 5.7848, 4.4513], [1.9444, 4.8087, 5.4614], [3.7558, 3.1139, 5.3547], [4.7679, 1.1482, 4.2024], [3.6322, 0.2280, 2.2020], [2.8203, -4.1471, 3.5719], [3.0310, -3.3053, 2.5425], [2.1218, -2.3028, 2.2705], [2.3283, -1.4396, 1.2046], [3.4686, -1.6041, 0.3880], [4.3563, -2.6300, 0.7127], [5.4708, -2.8662, -0.0254], [4.1676, -3.4827, 1.7806], [3.6746, -0.7048, -0.7720], [4.8661, -0.5703, -1.4904], [4.8807, 0.2468, -2.6111], [3.7382, 0.9367, -2.9856], [2.6145, 0.7976, -2.1869], [2.5996, 0.0001, -1.1313], [1.2572, -2.1911, 2.9102], [4.8862, -4.2553, 2.0121], [5.7677, -1.0860, -1.2075], [5.7926, 0.3381, -3.1873], [3.7252, 1.5669, -3.8632], [1.6916, 1.3317, -2.3801], [-1.9908, -1.8700, 2.4214], [-1.7986, -2.1103, 1.0890], [-2.6509, -2.7845, 0.3282], [-2.0859, -2.7957, -0.8772], [-0.9624, -2.1728, -0.8550], [-0.7249, -1.7218, 0.3968], [-1.2617, -0.9937, 3.1764], [-1.5230, -0.7919, 4.4563], [-0.5761, 0.0611, 4.8711], [0.2114, 0.3688, 3.9184], [-0.1873, -0.2734, 2.7863], [-2.8381, -2.2197, 2.8353], [-1.1925, 0.5396, -3.1032], [-2.3085, 0.5241, -2.3452], [-2.3777, 0.3433, -1.0778], [-3.6748, 0.3962, -0.6160], [-4.0777, 0.2348, 0.7048], [-5.4222, 0.3065, 1.0201], [-6.3739, 0.5763, 0.0403], [-5.9945, 0.7645, -1.2792], [-4.6514, 0.6601, -1.5963], [-3.8872, 0.8351, -3.1472], [-0.4483, -0.1139, -2.8435], [-1.3521, 0.5852, -4.0957], [-3.3300, 0.0747, 1.4667], [-5.7393, 0.1497, 2.0434], [-7.4208, 0.6421, 0.3079], [-6.7222, 0.9758, -2.0520], [2.7267, -3.2314, -2.8465], [1.1830, -2.5161, -2.0975], [0.7305, -1.6213, -3.1965], [0.3240, -4.0928, -2.2939], [0.6864, -5.1550, -1.4812], [-0.0294, -6.3406, -1.5489], [-1.1152, -6.4440, -2.4066], [-1.4907, -5.3625, -3.1899], [-0.7670, -4.1827, -3.1365], [2.4831, -3.7242, -3.7841], [3.1693, -3.9350, -2.1432], [3.4087, -2.4042, -3.0270], [1.5052, -5.0459, -0.7784], [0.2497, -7.1745, -0.9177], [-1.6819, -7.3650, -2.4457], [-2.3664, -5.4291, -3.8213], [-1.0554, -3.3090, -3.7046]],
  "mulliken_charge": [2.230, -0.837, -0.363, -0.363, -0.012, 1.589, -0.803, -0.864, -1.038, 0.652, -0.843, 0.783, 0.379, -0.946, -0.820, -1.052, 1.461, -0.787, -1.276, -0.093, -0.030, -0.820, 0.416, 0.479, 0.414, 0.358, 0.396, 0.557, 0.442, 0.387, 0.353, 0.412, 0.446, 0.461, -0.375, 0.354, -1.175, 0.346, 0.662, 1.018, -0.391, -1.170, -0.154, -1.244, -0.609, -0.851, -0.088, 0.669, 0.466, 0.482, 0.559, 0.406, 0.489, -0.053, 0.088, -0.308, -0.961, -0.656, 0.173, 0.447, -0.131, -0.577, -0.963, -0.215, 1.075, 0.288, 0.181, -0.371, 1.173, -1.221, 0.305, -1.219, -0.691, -0.443, 0.875, -0.450, -0.162, 0.292, 0.672, 0.436, 0.376, 0.422, -1.518, 2.103, -1.030, -0.193, -0.420, -0.702, -0.423, -0.634, -0.256, 0.472, 0.354, 0.369, 0.335, 0.391, 0.365, 0.388, 0.353]
}

[3]
{
  "formula": "C2H2N2O2",
  "method": "ωB97M-V with the def2-TZVPD basis set",
  "e_lumo_ev": 0.62,
  "smiles": "N=C=N.O=C=O",
  "spin_multiplicity": 1,
  "total_charge": 0,
  "e_above_lowest_kj_mol": 1.0,
  "e_homo_ev": -10.75,
  "elements": ["O", "C", "N", "C", "N", "O", "H", "H"],
  "coordinates": [[-2.5655, 0.2544, 1.0195], [-1.9135, 0.7278, 0.1788], [0.3366, -0.8384, 0.7467], [1.1259, -0.3056, -0.0280], [1.8650, 0.3811, -0.7164], [-1.2981, 1.2270, -0.6785], [0.6011, -1.7047, 1.1977], [1.8484, 0.2583, -1.7197]],
  "mulliken_charge": [-0.390, 0.782, -0.519, 0.555, -0.510, -0.418, 0.229, 0.271]
}

no.,E_tot (eV),frontier orbital gap (eV)
1,-218018.2850,7.646
2,-104546.7457,6.104
3,-9181.7763,11.368